Record 1
{
  "formula": "C24H21MoN3O3S4",
  "method": "ωB97M-V/def2-TZVPD",
  "elements": ["Mo", "O", "N", "C", "C", "C", "C", "C", "S", "H", "H", "H", "H", "O", "S", "O", "N", "C", "C", "C", "C", "C", "C", "C", "C", "N", "C", "C", "C", "C", "C", "C", "C", "H", "H", "H", "H", "H", "H", "H", "H", "H", "H", "H", "C", "C", "S", "C", "C", "S", "H", "H", "H", "H", "H", "H"],
  "xyz": [[0.6681, -0.3182, -0.5390], [0.9576, -2.3746, -0.9403], [0.9442, -2.9066, -2.1463], [1.5047, -4.1156, -2.3491], [1.5262, -4.6690, -3.6035], [0.9298, -3.9859, -4.6674], [0.3547, -2.7595, -4.4364], [0.3929, -2.1960, -3.1575], [-0.1648, -0.6037, -2.7833], [1.9434, -4.5867, -1.4806], [2.0145, -5.6177, -3.7622], [0.9382, -4.4034, -5.6621], [-0.1323, -2.1949, -5.2134], [-1.5527, 1.4647, -1.8656], [-1.6112, 1.9674, -0.5222], [-1.0604, 3.2570, -0.2496], [-0.7502, 0.7983, 0.3365], [-0.8223, 0.7822, 1.7041], [-1.4717, 1.6842, 2.5315], [-1.5244, 1.4542, 3.9111], [-0.9412, 0.3526, 4.4835], [-0.2229, -0.5585, 3.6851], [0.4317, -1.7043, 4.1731], [1.0815, -2.5280, 3.2848], [1.1285, -2.1975, 1.9288], [0.5476, -1.1140, 1.4364], [-0.1462, -0.3203, 2.2899], [-3.2838, 1.9067, 0.1079], [-3.9386, 3.0889, 0.4062], [-5.2213, 3.0328, 0.9269], [-5.8149, 1.8041, 1.1715], [-5.1464, 0.6271, 0.8708], [-3.8757, 0.6777, 0.3214], [-1.9207, 2.5723, 2.1188], [-2.0424, 2.1673, 4.5333], [-1.0071, 0.1729, 5.5435], [0.4137, -1.9134, 5.2324], [1.5709, -3.4270, 3.6218], [1.6717, -2.8163, 1.2235], [-3.4346, 4.0304, 0.2556], [-5.7473, 3.9476, 1.1498], [-6.8035, 1.7704, 1.6011], [-5.6088, -0.3288, 1.0706], [-3.3309, -0.2225, 0.0743], [5.3165, 0.7863, -0.9481], [3.8198, 0.8394, -0.9451], [3.0281, -0.5555, -0.2621], [3.0773, 1.8552, -1.4336], [3.6291, 3.0781, -2.0987], [1.3370, 1.8219, -1.2647], [5.6508, -0.0744, -0.3774], [5.7401, 1.6841, -0.5031], [5.6983, 0.6965, -1.9630], [4.7126, 3.1102, -2.0401], [3.2145, 3.9694, -1.6327], [3.3306, 3.0937, -3.1459]],
  "lumo_ha": [-0.1550, -0.1570],
  "total_energy_ev": -81033.3516,
  "max_force_ev_per_a": 2.6,
  "total_charge": 1,
  "spin_multiplicity": 2,
  "gap_ev": [6.0, 6.1],
  "homo_energy_ev": [-10.3, -10.4]
}

Record 2
{
  "formula": "C24H21N3O2",
  "method": "ωB97M-V/def2-TZVPD",
  "elements": ["N", "C", "C", "C", "C", "C", "C", "O", "C", "C", "C", "C", "N", "C", "C", "C", "C", "N", "C", "O", "C", "C", "C", "C", "C", "C", "C", "C", "C", "H", "H", "H", "H", "H", "H", "H", "H", "H", "H", "H", "H", "H", "H", "H", "H", "H", "H", "H", "H", "H"],
  "xyz": [[-2.7522, -6.2753, 0.3318], [-3.4845, -5.5018, -0.1292], [-4.3682, -4.5293, -0.6681], [-5.3873, -4.8945, -1.5749], [-6.2667, -3.9080, -2.0168], [-6.0475, -2.5560, -1.6493], [-4.9901, -2.1788, -0.8483], [-4.8819, -0.8531, -0.5076], [-3.6038, -0.3535, -0.3311], [-2.7300, -0.1795, -1.4207], [-1.4367, 0.2902, -1.2120], [-0.9736, 0.6063, 0.0701], [0.3273, 1.0915, 0.1847], [1.4207, 0.7073, -0.6161], [2.5456, 1.4284, -0.2908], [3.9193, 1.3934, -0.8692], [4.7950, 0.3331, -0.1709], [4.8958, 0.5825, 1.2844], [6.1797, 0.3376, -0.8098], [6.9434, 1.3471, -0.1188], [2.1285, 2.3883, 0.7014], [2.8303, 3.3745, 1.3437], [2.1689, 4.1614, 2.2965], [0.8123, 3.9812, 2.5872], [0.1150, 2.9871, 1.9216], [0.7799, 2.1562, 1.0043], [-1.8633, 0.5247, 1.1555], [-3.1675, 0.0345, 0.9436], [-4.1700, -3.1889, -0.3317], [-5.5665, -5.9244, -1.8607], [-7.1041, -4.1453, -2.6391], [-6.7307, -1.8023, -1.9987], [-3.0543, -0.4621, -2.4201], [-0.8135, 0.3965, -2.0859], [1.4246, -0.0542, -1.3843], [3.8445, 1.1353, -1.9402], [4.3681, 2.4084, -0.8075], [4.3677, -0.6698, -0.2997], [5.3075, -0.1811, 1.8076], [3.9451, 0.8670, 1.6418], [6.6460, -0.6160, -0.6679], [6.1168, 0.4941, -1.9055], [6.4456, 1.4905, 0.7048], [3.8651, 3.5290, 1.0672], [2.6858, 4.9651, 2.8247], [0.2483, 4.5518, 3.3057], [-0.9476, 2.8638, 2.0999], [-1.5397, 0.7630, 2.1438], [-3.8598, 0.0006, 1.8030], [-3.3872, -2.9165, 0.3515]],
  "lumo_ha": 0.0045,
  "total_energy_ev": -33793.3719,
  "max_force_ev_per_a": 2.0,
  "smiles": "N#Cc1cccc(Oc2ccc(-n3cc(C[C@H](N)CO)c4ccccc43)cc2)c1",
  "total_charge": 0,
  "spin_multiplicity": 1,
  "gap_ev": 8.1,
  "homo_energy_ev": -8.0
}

Record 3
{
  "formula": "C24H21N6Pt",
  "method": "ωB97M-V/def2-TZVPD",
  "elements": ["Pt", "N", "C", "C", "C", "C", "C", "C", "C", "C", "C", "C", "C", "C", "H", "H", "H", "H", "H", "H", "H", "H", "H", "H", "C", "C", "N", "C", "C", "N", "H", "H", "H", "H", "H", "H", "C", "C", "C", "C", "C", "C", "H", "H", "H", "H", "H", "N", "C", "N", "C", "N"],
  "xyz": [[0.3275, 0.2144, 0.3061], [-0.5188, -2.2917, -1.7456], [-1.2450, -2.7658, -0.6410], [-1.0047, -4.0489, -0.1550], [-1.7369, -4.5577, 0.9040], [-2.7343, -3.7911, 1.4870], [-2.9734, -2.5139, 1.0002], [-2.2436, -1.9750, -0.0555], [-2.5565, -0.5795, -0.5026], [-3.8573, -0.3365, -0.9533], [-4.2786, 0.9435, -1.2769], [-3.3877, 1.9984, -1.1379], [-2.0918, 1.7525, -0.7046], [-1.6219, 0.4695, -0.3883], [0.4512, -2.5756, -1.7098], [-0.5665, -1.2838, -1.7686], [-0.2260, -4.6457, -0.6173], [-1.5215, -5.5523, 1.2757], [-3.3085, -4.1738, 2.3210], [-3.7315, -1.8923, 1.4621], [-4.5473, -1.1702, -1.0357], [-5.2925, 1.1157, -1.6184], [-3.7019, 3.0124, -1.3610], [-1.4178, 2.6003, -0.5982], [2.2766, 2.8273, -0.2648], [1.5183, 2.2269, -1.3936], [1.0347, 0.9944, -1.5121], [0.4281, 0.9345, -2.7541], [0.5605, 2.1171, -3.3946], [1.2693, 2.9199, -2.5255], [1.7095, 2.7579, 0.6597], [2.4706, 3.8813, -0.4670], [3.2150, 2.2928, -0.1234], [-0.0505, 0.0429, -3.1157], [0.2297, 2.4501, -4.3607], [1.4196, 3.9079, -2.6138], [4.8497, -1.0159, 1.8775], [4.6236, -0.7062, 0.5440], [3.3582, -0.3099, 0.1224], [2.2600, -0.1997, 0.9934], [2.5304, -0.5271, 2.3316], [3.7887, -0.9242, 2.7689], [5.8316, -1.3271, 2.2150], [5.4349, -0.7761, -0.1742], [3.2247, -0.0826, -0.9318], [1.7261, -0.4668, 3.0548], [3.9414, -1.1667, 3.8156], [-0.4088, 4.5700, 2.2411], [-0.8290, 3.5527, 2.6085], [-1.3550, 2.4262, 3.0691], [-0.8521, 1.3398, 2.5975], [-0.4204, 0.3077, 2.2458]],
  "lumo_ha": 0.0920,
  "total_energy_ev": -37417.6825,
  "max_force_ev_per_a": 0.6,
  "total_charge": -1,
  "spin_multiplicity": 1,
  "gap_ev": 7.5,
  "homo_energy_ev": -5.0
}

Quick rundown of M, same order as above: 623.7; 383.5; 588.6 g mol⁻¹
Quick rundown of energy relative to the best compared isomer or geometry (same formula, charge and spin), same order as above: 6.0; 13.0; 20.1 kcal/mol